C50H118CoN3O11 | wB97M-V/def2-TZVPD

Output
Total charge ... +1
Multiplicity ... 4
Highest occupied orbital energy (alpha / beta) ... -9.85 / -9.85 eV
E ... -4350.2248 hartree

Element x y z (Å)
Co 0.6840 -4.1558 0.5016
C -1.0136 -0.2443 0.1404
C -0.4681 -1.2311 -0.8869
O -0.0502 -2.4598 -0.3760
H -0.3194 0.0463 0.9323
H -1.8496 -0.6855 0.6984
H -1.3603 0.6390 -0.4007
H 0.4329 -0.7330 -1.2954
H -1.1834 -1.3160 -1.7192
C -3.8644 -0.2705 5.7090
C -3.0200 0.9598 6.0672
C -1.9133 0.4747 7.0170
C -0.7677 1.4902 7.0865
C -0.1863 1.6072 5.6868
C -1.2051 2.2339 4.7286
N -2.4049 1.4101 4.7864
O -3.4042 1.8387 3.8790
C -1.3933 3.7231 5.0616
C -0.5793 2.1423 3.3332
C -3.8630 2.0648 6.6963
H -4.8081 -0.0306 5.2165
H -4.0598 -0.9129 6.5679
H -3.2937 -0.8649 4.9886
H -2.3016 0.3813 8.0338
H -1.5221 -0.4863 6.6790
H -0.0239 1.1854 7.8280
H -1.0889 2.4735 7.4358
H 0.2365 0.6530 5.3610
H 0.6818 2.2735 5.7555
H -2.1125 3.8966 5.8620
H -0.4222 4.1663 5.2831
H -1.8249 4.3140 4.2480
H -0.5232 1.1036 3.0051
H -1.2961 2.6862 2.7071
H 0.3689 2.6662 3.2237
H -4.3465 2.6562 5.9183
H -3.3011 2.7399 7.3406
H -4.6695 1.6417 7.3011
H -3.3922 1.1511 3.2061
C 0.1861 2.5949 -3.7820
C -1.1817 2.5602 -4.4764
C -2.0684 1.7180 -3.5736
C -3.5464 1.7718 -3.9592
C -4.0132 3.2112 -3.8746
C -3.1666 4.2032 -4.7192
N -1.7322 3.9085 -4.5635
O -0.9207 4.7826 -5.3145
C -3.5953 4.1539 -6.1874
C -3.4329 5.5856 -4.1233
C -1.0224 1.8976 -5.8568
H 0.7105 1.6401 -3.7613
H 0.0992 3.0136 -2.7760
H 0.8657 3.3050 -4.2666
H -1.7243 0.6824 -3.6142
H -2.0421 2.1023 -2.5478
H -4.1375 1.0948 -3.3391
H -3.6182 1.3798 -4.9798
H -4.0347 3.5568 -2.8416
H -5.0381 3.2319 -4.2543
H -4.6305 4.4906 -6.2750
H -2.9906 4.8351 -6.7888
H -3.4880 3.1677 -6.6356
H -2.9054 6.3512 -4.6994
H -4.4857 5.8644 -4.1496
H -3.0318 5.6247 -3.1102
H -0.5517 2.5585 -6.5900
H -1.9950 1.6868 -6.3025
H -0.3900 1.0079 -5.8522
H -0.4039 5.2313 -4.6349
C 4.3528 2.2648 3.1596
C 4.7558 2.6353 1.7235
C 6.2670 2.2926 1.5924
C 6.7390 2.1381 0.1514
C 5.8388 1.1625 -0.6054
C 4.3770 1.6399 -0.6175
N 4.0309 1.7645 0.7982
O 2.6278 1.8985 0.9810
C 4.1102 2.8868 -1.4602
C 3.5843 0.4824 -1.2741
C 4.5740 4.1385 1.4639
H 4.5536 1.2018 3.3007
H 3.2767 2.3950 3.2907
H 4.8895 2.8722 3.8838
H 6.8145 3.0575 2.1463
H 6.4324 1.3580 2.1355
H 7.7540 1.7318 0.1732
H 6.8112 3.0864 -0.3842
H 5.8584 0.2046 -0.0811
H 6.1869 1.0359 -1.6319
H 3.1154 3.2880 -1.2514
H 4.8125 3.6874 -1.2336
H 4.1276 2.6576 -2.5260
H 2.5201 0.7315 -1.1835
H 3.8125 0.2464 -2.3101
H 3.6610 -0.4591 -0.7164
H 5.1856 4.5195 0.6493
H 4.9848 4.6053 2.3662
H 3.5348 4.4468 1.3684
H 2.3794 0.9744 1.0605
C -1.0093 -7.5708 -1.1324
C -0.0470 -6.4633 -1.5822
C -0.1698 -6.2639 -3.0813
O -0.3563 -5.2258 -0.9294
H -1.9507 -7.5223 -1.6867
H -1.2843 -7.5043 -0.0764
H -0.5865 -8.5611 -1.2966
H 0.9657 -6.8009 -1.3659
H 0.6656 -5.7416 -3.5444
H -1.0399 -5.6256 -3.2889
H -0.4295 -7.1624 -3.6436
H -1.2787 -4.9918 -1.1144
C -4.2024 -1.9566 -1.5613
C -3.7851 -3.4048 -1.3485
C -4.5877 -4.3615 -2.2144
O -2.4145 -3.6088 -1.6507
H -3.7958 -1.2805 -0.8077
H -5.2899 -1.8553 -1.4812
H -4.0214 -1.6128 -2.5825
H -4.0546 -3.6482 -0.3109
H -5.6545 -4.1484 -2.1038
H -4.4735 -5.3883 -1.8617
H -4.3955 -4.2909 -3.2845
H -1.8453 -3.0462 -1.0945
C 4.3685 -3.4482 -1.5565
C 3.5912 -4.7020 -1.2033
C 4.1789 -5.4711 -0.0465
O 2.2263 -4.3612 -0.8958
H 4.1322 -2.5937 -0.9188
H 4.0389 -3.1190 -2.5478
H 5.4450 -3.5973 -1.6033
H 3.5530 -5.3459 -2.0865
H 3.9248 -5.0563 0.9323
H 5.2547 -5.6205 -0.1031
H 3.7624 -6.4861 -0.0189
H 1.9025 -3.7940 -1.6249
C -0.3969 -2.1122 -4.6140
C 1.0652 -2.5294 -4.4382
C 2.0109 -1.3409 -4.5534
O 1.1990 -3.0752 -3.0936
H -0.4051 -1.7528 -5.6484
H -0.5456 -1.2469 -3.9662
H -1.1087 -2.9204 -4.4869
H 1.3473 -3.3059 -5.1478
H 1.6872 -0.6692 -5.3539
H 3.0383 -1.6742 -4.6823
H 1.9541 -0.6949 -3.6718
H 0.6754 -2.4938 -2.5215
C 1.5887 -1.0986 3.0895
C 2.3340 -1.7838 1.9567
C 3.8280 -1.8163 2.2688
O 1.9165 -3.1899 1.9368
H 2.0616 -1.2184 4.0678
H 0.5617 -1.4288 3.2223
H 1.6246 -0.0201 2.9047
H 2.0990 -1.3816 0.9741
H 4.0097 -2.1768 3.2836
H 4.3281 -0.8478 2.1849
H 4.3616 -2.4524 1.5577
H 2.3412 -3.6349 2.6784
C -2.4946 4.0818 -0.1465
C -1.5820 5.2838 -0.3867
C -0.6957 5.5054 0.8286
O -0.7584 4.9875 -1.5212
H -3.0604 3.8937 -1.0646
H -3.2951 4.2872 0.5740
H -1.9646 3.2016 0.2115
H -2.1323 6.1994 -0.6202
H -0.0330 4.6886 1.1065
H -1.3361 5.8387 1.6449
H -0.0325 6.3386 0.5691
H -1.3021 4.5662 -2.2023
C -3.1082 -3.4687 2.9421
C -1.6096 -3.3115 2.7269
C -0.8489 -3.6829 3.9892
O -1.2351 -4.1515 1.6173
H -3.3219 -4.4343 3.4036
H -3.6397 -3.4315 1.9858
H -3.5403 -2.6667 3.5387
H -1.3521 -2.2817 2.4762
H -1.1833 -4.6542 4.3781
H -0.9109 -2.8868 4.7262
H 0.1908 -3.9902 3.8262
H -1.9215 -4.8015 1.4384

Cartesian forces (eV/Å) of the 3 atoms listed first:
Co -0.862 1.822 -1.041
C -0.586 -0.370 0.178
C 1.454 0.501 0.691

C50H121O32P7S2 | wB97M-V/def2-TZVPD

Output
Total charge ... 0
Highest occupied orbital energy ... -10.18 eV
E ... -7571.5563 hartree

Element x y z (Å)
C 1.1733 2.8577 2.2411
C 1.0817 2.9596 0.7419
C 1.5095 1.6260 0.2141
S 1.0400 0.3007 1.4276
O 2.2385 -0.4589 1.7022
O -0.2188 -0.3502 0.9674
C 0.5273 1.5395 2.7226
H 0.9495 3.7790 2.7788
H 2.2576 2.7468 2.2424
H 1.5516 3.8642 0.3560
H 0.0852 3.2424 0.4025
H 2.5849 1.4673 0.1340
H 1.1177 1.3142 -0.7541
H 0.8130 1.0868 3.6721
H -0.5560 1.6537 2.6825
C -3.8165 9.2217 7.9617
C -5.3005 9.1991 8.3524
C -5.9756 7.8809 8.0643
S -5.0372 7.1967 6.5890
O -6.0525 7.2312 5.5344
O -4.3294 5.9688 6.9977
C -3.8379 8.5706 6.4984
H -3.3086 8.5606 8.6639
H -3.5944 10.2872 8.0203
H -5.9841 9.7091 7.6737
H -5.3388 9.6079 9.3622
H -7.0556 7.8132 7.9334
H -5.7982 7.1743 8.8751
H -4.3344 9.2449 5.8005
H -2.9482 8.1777 6.0063
C 1.5090 0.3906 -8.8394
C 2.3672 1.6031 -9.3886
O 3.5165 1.9369 -8.6649
P 3.4707 2.0583 -7.0021
O 4.5487 2.8774 -6.3389
O 1.9845 2.6035 -6.5823
C 1.9110 3.9637 -6.9964
C 0.4491 4.2228 -7.4202
O 3.3480 0.4957 -6.5326
C 4.5854 -0.0753 -6.2777
C 5.3550 -0.6006 -7.5180
H 2.0391 -0.3826 -8.2832
H 0.6734 0.6746 -8.1997
H 1.2451 -0.1389 -9.7548
H 2.6526 1.3926 -10.4193
H 1.6771 2.4229 -9.5879
H 2.1764 4.6387 -6.1827
H 2.4930 4.1424 -7.9005
H 0.2632 3.4948 -8.2098
H -0.0888 4.0121 -6.4959
H 0.2745 5.2189 -7.8270
H 5.2259 0.6390 -5.7605
H 4.3974 -0.9734 -5.6894
H 4.6488 -1.1923 -8.1005
H 5.4566 0.3163 -8.0986
H 6.3042 -1.1031 -7.3318
C 3.1852 -0.3614 14.6031
C 2.2496 0.1216 13.4607
O 0.9598 -0.3241 13.6086
P -0.1975 -0.3657 12.4457
O 0.0753 0.7202 11.5025
O -1.5416 -0.1733 13.3348
C -2.4795 0.7982 13.0926
C -3.3429 1.0775 14.2199
O -0.3162 -1.9263 11.8684
C 0.0772 -2.2234 10.5310
C 1.5715 -2.0806 10.3659
H 3.1487 -1.4398 14.7570
H 4.2269 -0.1155 14.3967
H 2.9659 0.1576 15.5363
H 2.4320 1.1962 13.4688
H 2.7211 -0.2946 12.5704
H -1.9026 1.6627 12.7638
H -2.9849 0.2435 12.3020
H -2.8494 1.6616 14.9967
H -3.9470 1.9100 13.8590
H -4.0517 0.3589 14.6313
H -0.1831 -3.2785 10.4463
H -0.5562 -1.6079 9.8922
H 1.9319 -1.0924 10.6516
H 2.1062 -2.5928 11.1659
H 1.9960 -2.5309 9.4687
C -8.1826 -0.8754 -9.3891
C -9.0012 0.0614 -8.4597
O -8.4960 -0.0199 -7.1791
P -9.4359 0.1874 -5.9156
O -10.8479 0.2759 -6.3146
O -9.0025 -1.0180 -4.9562
C -9.6374 -1.3099 -3.7779
C -9.5087 -0.2757 -2.7847
O -8.9288 1.5628 -5.1692
C -7.5626 1.9373 -5.2882
C -7.0973 2.4156 -3.8706
H -8.0291 -1.8708 -8.9721
H -8.6343 -0.9467 -10.3785
H -7.2291 -0.3535 -9.4695
H -8.9133 1.0835 -8.8281
H -10.0188 -0.3176 -8.5548
H -10.6637 -1.5724 -4.0346
H -9.0427 -2.1909 -3.5368
H -8.4530 -0.2538 -2.5143
H -10.0183 0.6171 -3.1469
H -10.0338 -0.5947 -1.8844
H -7.0518 1.0391 -5.6352
H -7.2549 2.7357 -5.9635
H -6.0375 2.2935 -3.6470
H -7.1332 3.4700 -3.5967
H -7.5238 2.0012 -2.9571
C -6.1588 -5.3556 4.4620
C -7.2185 -5.3852 5.6547
O -8.3059 -6.3171 5.4632
P -7.9703 -7.8860 5.4248
O -6.5274 -8.2318 5.5945
O -9.0368 -8.4879 6.4542
C -8.9920 -9.7801 7.0347
C -9.1980 -10.9314 5.9030
O -8.6882 -8.2445 3.9601
C -8.0015 -8.0063 2.7993
C -8.9886 -8.3697 1.6759
H -5.5562 -6.2545 4.3314
H -6.6576 -4.9001 3.6065
H -5.2389 -4.7797 4.5637
H -6.5577 -5.5036 6.5134
H -7.5261 -4.3415 5.7197
H -8.0265 -9.7716 7.5405
H -9.7490 -9.9120 7.8077
H -8.8307 -11.8685 6.3213
H -10.2447 -11.2055 6.0353
H -8.9116 -10.8113 4.8582
H -7.4055 -7.0950 2.7517
H -7.2678 -8.8115 2.8368
H -8.7209 -8.0153 0.6805
H -9.0104 -9.4495 1.5284
H -9.9438 -7.8511 1.7569
C -1.8984 10.3171 -1.2415
C -0.8567 11.3716 -0.8222
O -0.2517 10.8747 0.4345
P 1.2581 11.1838 0.7572
O 1.7579 10.4104 1.9273
O 2.0976 10.8603 -0.5913
C 3.4834 10.9693 -0.7446
C 4.1231 9.5708 -0.7560
O 1.3212 12.7854 0.9456
C 1.1246 13.3688 2.2332
C 0.1283 14.5441 2.2643
H -2.6091 10.3644 -0.4165
H -2.3454 10.6283 -2.1857
H -1.4717 9.3141 -1.2433
H -0.3021 11.5417 -1.7450
H -1.4453 12.2682 -0.6275
H 3.6308 11.5969 -1.6236
H 3.8836 11.6194 0.0334
H 4.3639 8.9844 0.1307
H 3.5731 8.8676 -1.3814
H 5.1144 9.7570 -1.1692
H 0.8795 12.6392 3.0050
H 2.0751 13.7656 2.5899
H 0.5713 15.4543 1.8601
H -0.8534 14.2977 1.8599
H -0.0946 14.9154 3.2646
C 4.8841 -12.4361 -9.2532
C 4.0219 -11.7464 -8.1365
O 4.5865 -10.4574 -7.9866
P 3.7663 -9.2415 -8.6902
O 3.3187 -9.6118 -10.0526
O 4.8617 -8.0417 -8.6126
C 5.8314 -7.9191 -9.6189
C 5.1963 -7.4561 -10.9901
O 2.7466 -8.7386 -7.5904
C 3.1778 -8.3732 -6.2665
C 2.2237 -7.3543 -5.7457
H 4.3716 -13.2530 -9.7612
H 5.3325 -11.9037 -10.0919
H 5.7385 -12.9198 -8.7797
H 2.9759 -11.7018 -8.4397
H 4.0823 -12.2581 -7.1760
H 6.7626 -7.3684 -9.4863
H 6.2282 -8.8901 -9.9150
H 4.2925 -6.8559 -10.8852
H 5.8147 -6.7119 -11.4919
H 5.0555 -8.3361 -11.6176
H 3.2332 -9.2506 -5.6221
H 4.1101 -7.8195 -6.1553
H 2.4792 -7.0501 -4.7307
H 2.4403 -6.5794 -6.4810
H 1.1811 -7.6696 -5.7061
C 9.9742 -5.4902 -0.5680
C 9.3650 -4.1353 -0.4139
O 10.1091 -3.3438 -1.3337
P 11.2253 -2.1446 -1.0264
O 12.5865 -2.6365 -0.6931
O 11.1696 -1.1466 -2.2550
C 12.1791 -1.1087 -3.2759
C 12.3640 0.2775 -3.7810
O 10.5197 -1.3815 0.2528
C 9.3533 -0.5529 0.1255
C 9.4359 0.2528 1.4118
H 10.0037 -6.0261 -1.5167
H 11.0224 -5.4263 -0.2759
H 9.7771 -6.1876 0.2461
H 8.2778 -4.1375 -0.4914
H 9.3954 -3.8389 0.6345
H 13.1240 -1.4251 -2.8343
H 11.8719 -1.8066 -4.0548
H 12.8992 0.8836 -3.0500
H 12.9937 0.0742 -4.6472
H 11.4271 0.7396 -4.0921
H 9.3992 0.1586 -0.6989
H 8.5090 -1.2325 0.2415
H 9.0541 -0.3233 2.2547
H 10.5006 0.4148 1.5801
H 8.7421 1.0895 1.3301

Cartesian forces (eV/Å) of the 3 atoms listed first:
C 1.615 -0.521 0.310
C -2.062 0.921 -0.696
C 0.576 -1.391 -0.623

- Among the records above, which one has the lowest total charge?
  C50H121O32P7S2

- The lowest total charge belongs to which entry?
  C50H121O32P7S2